# 1
The following is a quantum chemistry calculation of a cluster of 5 separate species, C57H93Br2F7N3O4S in total at a distorted geometry, from the OMol25 dataset.

Geometry (Å):
C 0.2691 4.9294 4.6420
C 0.4925 4.5546 3.1299
C 0.4246 3.0252 2.8229
C -0.8268 2.3113 2.4463
C -2.1548 3.1522 2.3666
Br -3.6188 2.4172 3.4659
C -2.5217 3.2688 0.8245
C -3.9383 3.9003 0.5526
Br -1.1997 4.4152 -0.1438
C -0.8549 0.8736 2.1195
C -2.1060 0.0548 1.6740
C -2.5666 -1.0608 2.6974
C -3.9371 -1.6646 2.1338
C -5.1989 -0.8492 2.5539
F -5.1103 -0.3884 3.8720
F -5.4336 0.2750 1.7684
C -6.5461 -1.7065 2.4708
F -7.5183 -0.9356 3.0794
F -6.8699 -1.8215 1.1323
F -6.4333 -2.9169 3.0765
C 0.4232 0.1448 2.1824
C 1.6459 0.8417 2.5496
C 1.7112 2.2911 2.8896
N 2.9575 2.9585 3.2646
C 3.3622 2.5585 4.6473
C 3.7577 3.7709 5.5673
C 3.9621 3.1700 7.0279
F 4.9016 3.9252 7.7904
C 4.0169 2.6616 2.3177
C 4.8094 3.7977 1.8201
C 4.5404 5.2842 2.2964
O 5.3926 5.7602 3.0727
O 3.4938 5.9312 1.8990
C 5.8737 3.4946 0.8526
C 6.1661 2.1301 0.3911
C 7.2911 1.9584 -0.6578
O 8.4480 2.2412 -0.4932
N 6.8929 1.4467 -1.9947
C 5.4936 1.6043 -2.2534
O 4.6513 0.7780 -2.1075
F 5.0725 2.8230 -2.7666
C 5.4109 0.9716 0.9139
C 5.6905 -0.5194 0.5107
C 6.6530 -1.2560 1.5503
C 7.5292 -0.2349 2.3890
C 8.7022 -1.0129 3.1363
C 9.4901 -0.0547 4.1082
N 10.8972 0.1691 3.6489
C 4.3440 1.2800 1.8697
S 3.2664 -0.0217 2.5885
H -0.7628 4.7032 5.0223
H 0.4046 6.0510 4.7150
H 1.0321 4.4845 5.3281
H -0.2263 5.1332 2.4842
H 1.5238 4.9018 2.8144
H -1.9912 4.2070 2.7182
H -2.4898 2.2830 0.2961
H -4.7882 3.1832 0.7283
H -4.0029 4.1910 -0.5366
H -4.0443 4.8522 1.1426
H -2.9991 0.6684 1.4022
H -1.8058 -0.4902 0.7258
H -1.7612 -1.8519 2.7297
H -2.6717 -0.6812 3.7441
H -4.0135 -2.7600 2.3832
H -3.8809 -1.6249 1.0042
H 0.5158 -0.9444 1.9262
H 2.5464 1.9899 5.1864
H 4.2486 1.8602 4.6230
H 4.7149 4.2833 5.2900
H 2.9741 4.5618 5.6694
H 2.9857 3.1687 7.5986
H 4.3277 2.1094 6.9937
H 6.4715 4.3664 0.4780
H 7.1439 0.4635 -2.1106
H 4.7159 -1.0695 0.3650
H 6.1690 -0.4932 -0.5070
H 6.0254 -1.9237 2.1987
H 7.3310 -1.9238 0.9450
H 7.9790 0.5731 1.7583
H 6.8726 0.2182 3.1881
H 9.4433 -1.3906 2.3666
H 8.3133 -1.9482 3.6385
H 9.5827 -0.4545 5.1609
H 8.9551 0.9455 4.1227
H 11.3033 0.9269 4.2075
H 10.8706 0.5145 2.6856
C -6.7027 -4.8260 0.2635
C -7.0855 -6.1461 -0.3950
C -6.3106 -6.4208 -1.6843
C -6.5412 -5.4065 -2.8078
C -7.9975 -5.2387 -3.2419
C -8.6015 -6.5156 -3.8153
H -6.9220 -3.9735 -0.3809
H -7.2618 -4.6911 1.1915
H -5.6368 -4.8091 0.5066
H -8.1630 -6.1657 -0.5831
H -6.8832 -6.9585 0.3101
H -6.5643 -7.4241 -2.0405
H -5.2391 -6.4467 -1.4571
H -5.9451 -5.7100 -3.6755
H -6.1504 -4.4302 -2.5045
H -8.0443 -4.4571 -4.0063
H -8.6084 -4.8866 -2.4056
H -8.0327 -6.8582 -4.6843
H -9.6308 -6.3371 -4.1349
H -8.6209 -7.3209 -3.0780
C -5.2387 -9.2719 -5.3217
C -4.2690 -8.3621 -6.0671
C -4.9250 -7.0812 -6.5830
C -6.0422 -7.2912 -7.6086
C -5.6341 -8.0668 -8.8618
C -4.5583 -7.3613 -9.6792
H -6.0505 -9.6135 -5.9668
H -4.7175 -10.1569 -4.9498
H -5.6755 -8.7531 -4.4640
H -3.8033 -8.9131 -6.8893
H -3.4581 -8.0857 -5.3861
H -4.1513 -6.4383 -7.0130
H -5.3368 -6.5256 -5.7334
H -6.4265 -6.3097 -7.9077
H -6.8824 -7.8080 -7.1335
H -6.5193 -8.1999 -9.4914
H -5.2931 -9.0717 -8.5959
H -4.8982 -6.3724 -9.9970
H -4.3225 -7.9408 -10.5746
H -3.6331 -7.2408 -9.1122
C 9.0942 0.2668 -4.1256
C 9.3431 1.7078 -4.5515
C 8.9806 1.9727 -6.0133
C 9.7929 1.1757 -7.0382
C 11.3075 1.3700 -6.9571
C 11.7428 2.8052 -7.2286
H 9.7045 -0.4362 -4.6962
H 9.3421 0.1382 -3.0689
H 8.0425 -0.0011 -4.2614
H 10.3867 1.9740 -4.3602
H 8.7393 2.3656 -3.9203
H 9.0892 3.0425 -6.2140
H 7.9191 1.7469 -6.1633
H 9.4523 1.4539 -8.0420
H 9.5692 0.1093 -6.9326
H 11.7817 0.7160 -7.6958
H 11.6825 1.0514 -5.9801
H 11.4196 3.1276 -8.2218
H 12.8315 2.8851 -7.1857
H 11.3328 3.4986 -6.4918
C -7.9969 7.8109 4.9112
C -8.0590 6.5495 5.7645
C -6.7370 5.7814 5.7983
C -6.2629 5.2464 4.4443
C -7.2478 4.3192 3.7311
C -7.5396 3.0417 4.5099
H -7.7796 7.5821 3.8663
H -8.9542 8.3365 4.9422
H -7.2268 8.4919 5.2818
H -8.8687 5.9043 5.4111
H -8.3200 6.8348 6.7887
H -6.8300 4.9522 6.5060
H -5.9564 6.4343 6.2040
H -5.3202 4.7117 4.5938
H -6.0281 6.0859 3.7817
H -6.8253 4.0458 2.7591
H -8.1852 4.8439 3.5217
H -6.6207 2.4769 4.6874
H -8.2244 2.4032 3.9471
H -8.0050 3.2534 5.4752

Force components x, y, z for each atom (eV/Å):
0.02 0.83 -0.22
0.27 -0.21 -0.15
0.61 -1.32 -0.25
0.92 -0.65 0.64
1.83 0.38 -1.64
0.46 0.33 -0.28
-1.73 -0.16 -0.06
0.27 0.34 -0.61
-0.39 -0.58 0.64
1.97 0.75 0.60
0.46 -0.24 -0.06
-0.06 0.02 -0.62
0.90 0.20 -0.31
-0.18 -0.35 0.57
-0.09 -0.74 -1.51
0.44 -1.33 0.73
0.22 1.91 -0.24
0.90 -1.72 -0.83
0.19 -0.46 2.04
-0.52 1.45 -0.91
0.26 1.98 0.39
-0.41 1.64 0.10
-3.04 -1.49 -1.01
-0.59 -2.04 -0.09
0.53 0.36 1.25
0.42 -0.32 1.43
-0.42 0.07 -0.36
-0.82 -0.59 -0.67
2.27 0.33 -1.90
-0.04 -2.18 -0.92
-1.66 2.11 0.05
0.22 -1.13 -0.37
1.81 -2.50 0.14
-0.78 -1.10 0.78
-1.20 0.57 1.19
-0.23 0.35 0.24
-0.72 -0.39 0.12
-1.42 1.08 0.47
-1.12 -0.24 -0.22
0.56 0.09 -0.39
1.64 -1.14 0.85
-1.09 1.36 0.47
0.23 0.84 -0.12
0.03 0.54 -0.71
0.06 -1.51 0.84
0.20 0.15 -0.49
0.01 0.38 0.12
-0.48 0.08 -0.06
0.20 1.80 -0.23
-0.33 0.86 -0.66
0.88 -0.02 -0.38
-0.16 -1.16 0.00
-0.77 0.13 -0.70
0.67 -0.67 0.69
-1.05 -0.33 0.36
-0.21 -1.27 -0.10
0.30 0.93 0.62
0.95 0.69 0.24
0.14 -0.32 1.13
-0.11 -1.00 -0.41
0.94 -0.33 0.40
-0.34 0.56 0.93
-1.02 0.65 -0.07
-0.06 -0.15 -0.98
-0.32 1.24 0.09
-0.21 -0.01 1.15
-0.29 1.23 0.21
0.57 0.59 -0.86
-0.83 0.66 -0.08
-0.84 -0.56 -0.16
0.63 -0.72 -0.52
1.04 0.09 -0.51
-0.09 0.94 0.00
-0.57 -1.09 0.31
-0.03 0.38 0.02
1.00 0.64 0.32
-0.39 -0.16 1.09
0.71 0.71 -0.30
-0.58 0.54 0.69
-0.51 -0.65 0.50
0.67 -0.17 -0.96
-0.76 0.39 0.74
0.28 1.14 -0.32
-0.41 0.38 -1.12
0.27 -1.14 0.28
-0.17 -0.35 -0.28
0.03 -0.07 0.35
-0.18 -0.08 0.04
0.20 -0.01 0.03
-0.07 -0.09 -0.06
0.02 0.12 0.07
0.09 -0.07 -0.10
-0.14 0.07 0.03
0.03 -0.01 0.03
0.06 0.06 -0.03
-0.02 0.04 -0.03
0.02 -0.01 -0.03
-0.05 -0.01 -0.05
0.01 0.01 -0.02
-0.04 0.01 0.02
-0.03 0.01 0.02
0.01 -0.04 0.00
0.00 0.01 0.07
0.05 0.01 0.00
0.00 -0.03 0.04
0.04 -0.07 -0.03
0.01 0.00 -0.05
0.12 -0.11 -0.02
-0.08 0.08 0.13
0.08 0.03 -0.10
-0.07 -0.08 0.06
-0.03 0.15 -0.02
0.03 -0.15 -0.06
-0.01 0.01 0.04
-0.08 0.01 0.03
-0.03 -0.01 -0.04
-0.01 0.04 -0.01
0.00 0.00 -0.07
-0.03 0.01 0.00
0.02 -0.03 -0.01
0.02 -0.04 -0.01
0.02 0.02 0.01
0.02 -0.04 0.05
-0.03 0.02 0.03
0.05 -0.01 0.03
0.03 0.08 0.01
-0.03 0.03 -0.03
0.13 0.02 0.13
-0.19 0.05 -0.03
0.07 0.05 -0.02
-0.02 -0.10 0.04
-0.07 0.05 -0.13
0.14 -0.04 0.08
-0.05 -0.03 0.01
0.00 -0.04 -0.04
0.04 -0.03 -0.08
-0.01 0.00 -0.03
0.07 -0.03 0.00
-0.01 -0.02 -0.02
0.03 0.01 0.03
0.04 0.00 0.02
-0.02 0.03 0.01
-0.01 -0.02 0.06
-0.05 -0.01 -0.01
-0.02 0.03 0.05
-0.04 0.07 -0.03
0.00 -0.01 -0.05
-0.17 -0.01 0.01
0.13 0.08 0.07
-0.05 -0.10 0.01
0.00 0.10 -0.06
0.13 -0.06 0.05
-0.12 -0.01 -0.09
0.02 0.03 0.02
0.06 0.04 -0.04
0.00 -0.03 -0.06
0.04 -0.02 0.00
-0.02 -0.05 -0.03
0.02 0.00 -0.02
-0.04 0.00 -0.01
-0.03 0.00 -0.02
0.01 0.00 0.04
-0.01 0.04 0.02
0.02 0.03 0.00
-0.03 0.01 0.03
0.05 -0.05 0.06
0.03 -0.02 -0.01

Results
electronic energy = -8938.23173 Ha
HOMO level = -0.185 Eh
net charge = -1
2S+1 = 1
LUMO energy = 1.72 eV

# 2
The following is a quantum chemistry calculation of a cluster of 7 separate species, C57H97N3O13S8 in total at a distorted geometry, from the OMol25 dataset.

Geometry (Å):
C 3.5179 -3.2891 0.0588
C 3.5067 -1.8685 0.6218
C 4.4596 -0.9528 -0.1653
C 4.6682 0.4298 0.4874
C 4.8303 1.4979 -0.6280
C 3.5572 2.3191 -0.9054
C 2.9502 2.0507 -2.2857
C 1.8256 1.0232 -2.2553
C 1.3034 0.6959 -3.6674
C 1.0097 -0.7846 -3.8567
C -0.2616 -1.2621 -3.1286
C -1.4071 -1.6235 -4.1033
C -2.3797 -0.4869 -4.2706
C -2.3328 0.2656 -5.4328
C -3.1889 1.3292 -5.6626
C -4.1238 1.6549 -4.6959
C -4.1816 0.8964 -3.5422
C -3.3306 -0.1657 -3.2994
N -3.4234 -0.9236 -2.1181
C -3.6413 -0.2285 -0.9178
C -2.9651 -0.5978 0.2491
N -1.9984 -1.6652 0.1592
C -2.4779 -2.9567 0.6978
C -0.7159 -1.2910 0.5994
C 0.3570 -2.3379 0.4706
O -0.4499 -0.1852 1.0116
C -3.2293 0.0580 1.4244
C -4.1137 1.1129 1.5134
C -4.2573 1.7576 2.8674
S -5.9083 1.7502 3.6100
C -6.3848 0.0092 3.4950
C -5.9649 -0.8186 4.7323
C -4.7701 1.5343 0.3479
C -5.6890 2.7362 0.3506
C -4.9874 4.0372 -0.0991
C -5.2186 4.5783 -1.4760
N -4.2390 4.6717 0.7052
C -4.5316 0.8381 -0.8347
S -5.4206 1.2649 -2.3157
H 2.8917 -3.3946 -0.8284
H 4.5342 -3.5451 -0.2439
H 3.2144 -4.0411 0.7847
H 2.5178 -1.4050 0.5630
H 3.7825 -1.8905 1.6681
H 5.4158 -1.4665 -0.2649
H 3.9855 -0.8190 -1.1399
H 5.5713 0.4322 1.0929
H 3.8429 0.6951 1.1497
H 5.1758 0.9837 -1.5226
H 5.6286 2.1671 -0.3092
H 2.8182 2.1765 -0.1187
H 3.8499 3.3696 -0.8761
H 3.7381 1.8044 -2.9980
H 2.5079 2.9855 -2.6463
H 2.1706 0.1144 -1.7604
H 1.0043 1.4853 -1.7074
H 0.4476 1.3245 -3.9172
H 2.1042 0.9673 -4.3615
H 0.9820 -1.0397 -4.9146
H 1.8613 -1.3357 -3.4540
H -0.0033 -2.1401 -2.5438
H -0.5663 -0.4829 -2.4263
H -0.9543 -1.8602 -5.0591
H -1.9074 -2.5213 -3.7374
H -1.6129 0.0172 -6.2019
H -3.1605 1.9082 -6.5730
H -4.8130 2.4708 -4.8526
H -2.6439 -1.5596 -2.0304
H -1.8810 -3.3280 1.5258
H -2.3685 -3.7068 -0.0891
H -3.5332 -2.9375 0.9417
H 1.1911 -1.9329 -0.0902
H 0.7077 -2.6742 1.4429
H 0.0006 -3.1913 -0.0957
H -2.6949 -0.2810 2.3017
H -3.5400 1.3336 3.5651
H -3.9877 2.8046 2.7848
H -7.4716 0.0393 3.4569
H -6.0617 -0.4467 2.5612
H -6.8163 -1.0478 5.3666
H -5.5563 -1.7771 4.4104
H -5.2401 -0.2648 5.3177
H -6.1020 2.9487 1.3295
H -6.5334 2.5644 -0.3168
H -6.2296 4.3617 -1.8066
H -4.4934 4.1825 -2.1804
H -5.1064 5.6615 -1.4483
H -4.2068 4.2077 1.6093
C -3.3086 8.0330 4.4167
C -2.2539 7.1485 3.7379
C -2.4518 5.7184 4.2565
S -4.1933 5.5807 4.6852
O -4.3095 5.3803 6.1057
O -4.8478 4.6983 3.7505
C -4.6261 7.2726 4.3011
H -3.3745 9.0142 3.9496
H -3.0521 8.1768 5.4685
H -2.4030 7.1714 2.6565
H -1.2424 7.4995 3.9369
H -2.2155 4.9692 3.5040
H -1.8759 5.5294 5.1603
H -5.3929 7.6121 4.9933
H -5.0063 7.2893 3.2796
C 3.4182 -6.8979 -2.3050
C 2.1342 -7.2973 -3.0491
C 1.1146 -6.1669 -2.8421
S 2.0846 -4.6700 -2.6140
O 1.8894 -4.1741 -1.2718
O 1.9097 -3.8004 -3.7527
C 3.6850 -5.4466 -2.6851
H 4.2592 -7.5363 -2.5688
H 3.2588 -6.9774 -1.2274
H 2.3489 -7.4098 -4.1136
H 1.7397 -8.2477 -2.6928
H 0.4601 -6.0321 -3.6996
H 0.5194 -6.3171 -1.9430
H 4.3646 -4.9369 -2.0085
H 4.0462 -5.3644 -3.7090
C 6.5556 0.1692 6.1488
C 5.0393 0.3124 5.9537
C 4.7657 0.3015 4.4432
S 6.0924 -0.6626 3.7084
O 6.8985 0.2011 2.8837
O 5.5775 -1.9124 3.2168
C 6.9912 -0.9654 5.2256
H 6.8131 -0.0410 7.1858
H 7.0545 1.0963 5.8589
H 4.5310 -0.5305 6.4262
H 4.6573 1.2232 6.4120
H 3.8156 -0.1661 4.1971
H 4.8091 1.3008 4.0143
H 8.0581 -0.9753 5.0166
H 6.6731 -1.9353 5.6068
C -6.7061 -3.9410 1.1356
C -7.9450 -4.4721 0.4029
C -7.4971 -5.6635 -0.4544
S -6.0715 -6.3741 0.3803
O -4.9135 -6.2017 -0.4603
O -6.4206 -7.6592 0.9270
C -6.0009 -5.1693 1.7056
H -6.9718 -3.2340 1.9210
H -6.0498 -3.4277 0.4280
H -8.6855 -4.8024 1.1340
H -8.4113 -3.7029 -0.2107
H -8.2672 -6.4256 -0.5386
H -7.1742 -5.3505 -1.4454
H -4.9641 -4.9863 1.9791
H -6.5457 -5.5804 2.5548
C 7.9936 -1.3238 -2.0920
C 9.1758 -2.1400 -2.6340
C 8.9788 -3.5921 -2.1782
S 7.2045 -3.8214 -2.0022
O 6.8979 -4.0599 -0.6153
O 6.7254 -4.7078 -3.0369
C 6.7448 -2.1401 -2.4075
H 7.9441 -0.3335 -2.5415
H 8.0925 -1.1984 -1.0117
H 9.1806 -2.0935 -3.7248
H 10.1302 -1.7483 -2.2858
H 9.3540 -4.3096 -2.9032
H 9.4306 -3.7765 -1.2055
H 5.8743 -1.8537 -1.8192
H 6.5072 -2.1118 -3.4707
C 0.2570 4.9349 -1.4761
C -0.9506 5.7672 -1.0351
C -0.4402 6.8317 -0.0578
S 1.2718 7.1500 -0.5143
O 2.1235 6.7216 0.5675
O 1.3880 8.4735 -1.0716
C 1.3543 5.9334 -1.8270
H 0.0098 4.2939 -2.3224
H 0.5845 4.2917 -0.6549
H -1.3999 6.2504 -1.9056
H -1.7205 5.1498 -0.5728
H -1.0015 7.7603 -0.1241
H -0.4417 6.4710 0.9691
H 2.3513 5.4991 -1.8576
H 1.1407 6.4478 -2.7636

Force components x, y, z for each atom (eV/Å):
1.75 1.48 0.72
0.58 0.11 -0.11
-0.82 -0.06 1.31
0.33 -0.08 -1.07
-0.15 -0.08 1.25
0.70 0.21 -0.64
-0.54 0.50 0.40
-0.15 0.34 -0.67
0.70 -0.06 -0.06
0.02 0.14 0.41
0.38 -0.12 -0.34
0.09 0.34 0.78
0.16 -0.27 -0.44
-0.01 0.20 -0.42
-0.26 0.12 0.20
0.18 -0.08 -0.18
-0.63 0.25 0.94
0.36 -0.18 -0.41
-0.02 0.39 -0.03
0.26 -0.14 0.60
-0.10 -0.24 -1.03
-0.40 0.62 1.11
0.48 -0.84 -1.26
0.64 -0.05 0.03
-0.89 -0.48 -0.44
-0.11 0.22 -0.25
0.11 -0.38 0.38
-0.10 -0.07 0.10
0.05 0.12 -0.25
-0.23 0.05 -0.16
-0.22 -0.10 0.68
-0.07 -0.12 -0.65
0.08 0.19 0.32
0.01 0.59 -0.75
0.10 -0.50 0.55
-0.14 0.49 0.22
0.16 0.27 -0.22
-0.20 0.09 -0.54
-0.06 -0.15 -0.15
2.12 1.64 1.77
0.30 -0.02 0.34
-0.23 -0.04 0.05
0.54 0.02 0.25
0.18 0.18 0.29
-0.07 0.18 0.12
0.31 -0.03 -0.31
-0.08 -0.18 0.01
-0.18 -0.05 -0.03
0.05 0.11 -0.22
0.06 0.17 -0.17
-0.10 -0.08 0.04
-0.11 0.12 0.12
0.02 -0.22 -0.05
0.00 0.03 -0.17
-0.18 -0.05 0.17
0.02 -0.33 0.53
-0.13 -0.02 -0.03
-0.07 0.03 -0.18
-0.16 -0.03 -0.12
0.04 -0.02 -0.09
-0.03 -0.16 0.15
-0.17 -0.03 0.08
-0.13 -0.17 -0.20
-0.18 -0.08 -0.12
0.10 -0.13 0.05
0.16 -0.05 -0.13
-0.07 0.09 0.10
-0.02 -0.10 0.19
-0.09 0.25 0.33
-0.12 -0.17 0.04
-0.05 0.36 0.20
-0.38 0.04 0.04
0.11 0.09 0.08
-0.03 -0.20 0.08
-0.01 0.12 0.13
0.07 -0.21 -0.01
-0.16 0.13 0.27
-0.11 0.06 -0.14
0.22 0.16 -0.09
-0.10 0.13 0.11
0.22 -0.02 0.14
0.20 -0.12 0.11
0.04 -0.24 0.22
-0.08 -0.11 0.04
-0.02 -0.20 -0.23
-0.04 -0.22 -0.15
0.14 0.02 0.03
-0.04 0.09 0.02
0.07 -0.09 0.03
-0.04 0.03 -0.03
0.26 0.15 -0.15
0.13 0.27 -0.14
-0.08 -0.14 -0.01
-0.12 -0.11 0.18
0.04 0.29 -0.05
0.00 0.00 0.00
-0.03 0.01 0.01
-0.04 -0.03 0.00
0.01 -0.01 0.00
-0.07 -0.08 0.05
-0.09 -0.03 0.06
-0.03 -0.13 0.03
0.00 -0.07 0.00
-0.21 -0.01 0.03
0.04 0.03 0.02
0.02 -0.44 -0.06
-0.13 -0.80 -1.01
-4.24 -2.43 -2.63
-0.07 0.16 0.24
0.21 -0.22 0.08
0.01 0.03 0.00
0.05 0.01 0.02
0.01 0.03 0.00
-0.02 0.01 -0.01
-0.02 0.14 0.04
0.03 0.09 0.04
-0.03 0.07 -0.03
0.00 0.09 0.01
-0.06 0.03 -0.05
0.07 -0.04 -0.01
-0.18 0.14 0.26
0.12 -0.23 0.41
0.09 -0.03 -0.10
0.08 0.04 -0.23
0.02 0.16 0.35
0.00 0.01 0.01
0.03 -0.02 0.00
0.01 -0.01 -0.02
-0.01 0.00 -0.01
0.05 -0.02 -0.15
0.07 -0.03 -0.07
-0.03 -0.03 -0.14
-0.02 -0.01 -0.05
0.00 -0.04 -0.08
0.03 -0.01 0.04
-0.26 0.23 -0.02
-0.19 0.15 0.20
0.07 -0.13 0.01
0.18 -0.10 -0.12
-0.05 0.35 0.06
0.01 0.01 0.00
0.01 0.01 0.02
0.01 -0.01 0.01
0.00 -0.01 -0.01
0.10 -0.10 -0.03
0.10 -0.04 0.02
0.04 -0.16 -0.05
0.01 -0.07 -0.02
0.04 -0.11 0.03
-0.06 0.03 0.01
0.30 0.16 -0.09
0.11 0.48 -0.26
-0.01 -0.27 -0.05
-0.07 -0.22 0.16
0.06 0.19 -0.13
-0.01 0.01 0.01
-0.04 0.03 0.03
-0.02 -0.01 0.00
0.01 -0.02 0.00
-0.08 -0.10 0.05
-0.10 -0.03 0.04
0.17 -0.23 -0.30
0.01 -0.07 -0.03
-0.03 -0.07 0.05
-0.07 -0.06 0.00
-0.29 -0.14 -0.05
-0.14 -0.07 -0.15
0.05 0.11 0.01
0.13 0.05 0.11
-0.07 -0.25 -0.10
0.05 -0.01 0.00
0.04 -0.01 -0.03
0.03 0.02 0.00
-0.04 0.06 0.01
0.11 0.08 0.04
0.11 0.00 0.01
0.05 0.11 0.08
0.01 0.06 0.02

Results
electronic energy = -6557.90369 Ha
HOMO level = -0.276 Eh
net charge = 0
2S+1 = 1
LUMO energy = 0.40 eV